This record from OMol25 describes C31H39ClF7I2N4O7STl as an isolated structure. The level of theory is wB97M-V/def2-TZVPD.

Positions of all 93 atoms, in Å:
Tl  1.08  0.88  -2.23
C  -3.39  3.08  0.62
C  -2.21  2.19  0.23
N  -0.96  2.87  -0.08
C  -0.40  3.62  1.03
C  0.07  2.72  2.17
C  -1.03  3.61  -1.33
C  0.25  4.36  -1.74
N  1.44  3.56  -1.55
C  2.62  4.12  -1.75
C  3.79  3.37  -1.42
F  3.62  2.14  -0.90
C  5.07  3.84  -1.57
F  6.10  3.05  -1.20
C  5.35  5.11  -2.07
C  4.24  5.86  -2.41
F  4.42  7.10  -2.93
C  2.94  5.41  -2.27
F  1.96  6.26  -2.69
H  -4.27  2.45  0.80
H  -3.20  3.63  1.54
H  -3.65  3.80  -0.16
H  -2.02  1.47  1.02
H  -2.48  1.60  -0.65
H  0.46  4.17  0.65
H  -1.11  4.37  1.43
H  0.77  1.98  1.78
H  0.57  3.31  2.93
H  -0.76  2.19  2.65
H  -1.29  2.89  -2.11
H  -1.83  4.37  -1.32
H  0.09  4.66  -2.78
H  0.29  5.30  -1.17
H  6.35  5.47  -2.20
C  2.42  -3.13  3.99
C  1.28  -2.10  4.04
C  1.58  -1.05  5.11
C  -0.01  -2.84  4.41
C  1.15  -1.41  2.69
C  2.25  -0.75  2.13
C  2.13  -0.18  0.88
N  1.01  -0.21  0.17
C  -0.05  -0.85  0.68
C  -0.01  -1.44  1.93
C  -1.25  -0.99  -0.21
C  -2.37  -1.73  0.18
C  -3.37  -1.99  -0.74
C  -3.24  -1.43  -2.01
C  -2.14  -0.66  -2.29
N  -1.16  -0.45  -1.41
C  -4.55  -2.91  -0.43
C  -4.52  -4.08  -1.42
C  -4.48  -3.49  0.99
C  -5.86  -2.12  -0.58
H  2.49  -3.64  4.95
H  3.37  -2.65  3.78
H  2.23  -3.86  3.20
H  1.68  -1.53  6.09
H  0.79  -0.31  5.17
H  2.52  -0.53  4.90
H  0.12  -3.33  5.38
H  -0.24  -3.61  3.67
H  -0.86  -2.16  4.50
H  3.20  -0.70  2.64
H  2.97  0.31  0.41
H  -0.87  -1.98  2.29
H  -2.41  -2.18  1.15
H  -3.97  -1.61  -2.79
H  -2.00  -0.22  -3.27
H  -3.58  -4.62  -1.34
H  -4.63  -3.74  -2.45
H  -5.34  -4.77  -1.21
H  -3.55  -4.04  1.13
H  -5.32  -4.17  1.14
H  -4.54  -2.70  1.74
H  -5.97  -1.73  -1.59
H  -5.89  -1.28  0.12
H  -6.72  -2.77  -0.37
I  0.54  -2.10  -4.78
I  -1.89  -3.05  -5.49
O  0.05  -5.87  -0.34
Cl  0.00  -4.56  0.26
O  -1.28  -4.40  0.95
O  1.06  -4.43  1.24
O  0.14  -3.54  -0.75
F  6.24  -0.20  -3.10
C  5.15  -0.13  -3.87
F  4.73  1.14  -3.87
F  5.52  -0.43  -5.13
S  3.84  -1.27  -3.26
O  4.41  -2.58  -3.40
O  2.75  -0.96  -4.21
O  3.58  -0.79  -1.92

Results
2S+1: 1
Total energy: -4275.62107 Ha
LUMO energy: 3.4 eV
Energy above the lowest of the compared OMol25 structures with the same formula, charge and spin: 0.00 kcal/mol
Net charge: -2
Kohn-Sham gap: 5.516 eV
HOMO: -2.16 eV

***

This record from OMol25 describes an isolated ion of composition C31H39F6OSi and charge +1 at a distorted geometry. The level of theory is wB97M-V/def2-TZVPD.

Positions of all 78 atoms, in Å:
F  4.06  -7.35  -2.25
C  4.76  -6.49  -1.46
F  4.72  -7.00  -0.19
F  6.07  -6.54  -1.86
C  4.23  -5.08  -1.52
C  4.52  -4.18  -0.50
C  3.92  -2.93  -0.52
C  3.02  -2.58  -1.53
C  2.24  -1.26  -1.39
C  2.28  -0.31  -2.59
C  2.65  -0.69  -3.88
C  2.30  0.13  -4.96
C  1.74  1.37  -4.71
C  1.21  2.18  -5.86
F  0.44  3.22  -5.44
F  2.23  2.70  -6.61
F  0.44  1.42  -6.69
C  1.70  1.89  -3.42
C  1.99  1.05  -2.35
C  2.81  -3.46  -2.59
C  3.46  -4.70  -2.61
H  5.19  -4.48  0.31
H  4.15  -2.23  0.29
H  2.76  -0.74  -0.60
H  3.16  -1.63  -4.08
H  2.44  -0.23  -5.97
H  1.39  2.92  -3.24
H  1.96  1.45  -1.33
H  2.13  -3.20  -3.40
H  3.33  -5.36  -3.45
C  -0.67  -1.61  5.95
C  -0.46  -0.42  5.02
C  -1.74  0.01  4.29
C  -1.50  1.10  3.23
Si  -1.90  0.73  1.42
C  -3.74  0.27  1.42
C  -4.76  1.29  1.98
C  -5.77  1.84  0.96
C  -6.72  2.90  1.52
C  -1.79  2.32  0.46
C  -0.38  2.90  0.51
C  -0.22  4.12  -0.39
C  1.21  4.63  -0.38
C  -0.64  -0.48  0.65
C  -0.28  -1.73  1.17
C  0.63  -2.33  0.30
C  0.81  -1.47  -0.89
O  0.12  -0.24  -0.46
H  0.28  -1.88  6.43
H  -1.39  -1.38  6.74
H  -1.03  -2.49  5.41
H  -0.09  0.43  5.60
H  0.31  -0.66  4.28
H  -2.23  -0.87  3.85
H  -2.45  0.39  5.05
H  -2.14  1.96  3.48
H  -0.46  1.46  3.27
H  -4.00  -0.01  0.39
H  -3.82  -0.65  2.02
H  -5.33  0.82  2.79
H  -4.24  2.15  2.46
H  -5.22  2.26  0.10
H  -6.37  1.00  0.58
H  -7.41  3.23  0.74
H  -7.31  2.51  2.35
H  -6.17  3.78  1.88
H  -2.07  2.09  -0.58
H  -2.52  3.03  0.85
H  -0.12  3.17  1.55
H  0.34  2.13  0.20
H  -0.53  3.85  -1.41
H  -0.91  4.90  -0.05
H  1.29  5.55  -0.96
H  1.54  4.84  0.64
H  1.89  3.90  -0.82
H  -0.65  -2.11  2.13
H  1.09  -3.31  0.41
H  0.21  -1.84  -1.73

Results
2S+1: 1
Total energy: -2168.35977 Ha
LUMO energy: -5.6 eV
Net charge: +1
Kohn-Sham gap: 6.785 eV
HOMO: -12.43 eV

***

This record from OMol25 describes a 2-piece molecular cluster, C31H39N4 overall at a distorted geometry. The level of theory is wB97M-V/def2-TZVPD.

Positions of all 74 atoms, in Å:
C  -4.43  -2.79  0.49
C  -4.77  -3.16  1.93
N  -3.65  -2.94  2.81
C  -3.79  -2.86  4.25
C  -2.46  -2.23  4.72
C  -1.73  -1.92  3.45
C  -0.63  -1.14  3.16
C  -0.17  -1.04  1.79
C  0.95  -0.24  1.49
C  1.87  -0.44  0.41
C  3.23  -0.80  0.69
C  4.05  -1.13  -0.36
C  3.58  -0.99  -1.68
N  4.59  -1.16  -2.57
C  4.46  -0.81  -3.96
C  3.02  -1.00  -4.41
C  1.98  -0.34  -3.47
C  2.29  -0.55  -2.02
C  1.46  -0.25  -0.93
C  5.87  -1.26  -1.89
C  5.48  -1.55  -0.43
C  -0.84  -1.80  0.77
C  -2.03  -2.45  1.05
C  -2.45  -2.48  2.39
C  -2.98  -3.12  0.10
H  -5.13  -3.30  -0.18
H  -4.57  -1.71  0.36
H  -5.60  -2.53  2.28
H  -5.10  -4.21  2.03
H  -4.67  -2.26  4.53
H  -3.93  -3.87  4.67
H  -2.63  -1.34  5.34
H  -1.90  -2.96  5.33
H  -0.09  -0.63  3.96
H  1.32  0.36  2.33
H  3.60  -0.84  1.71
H  4.79  0.23  -4.13
H  5.14  -1.48  -4.52
H  2.91  -0.59  -5.41
H  2.80  -2.07  -4.45
H  1.96  0.74  -3.67
H  0.98  -0.72  -3.71
H  0.48  0.18  -1.08
H  6.51  -2.01  -2.36
H  6.39  -0.28  -1.95
H  6.11  -1.04  0.30
H  5.57  -2.64  -0.25
H  -0.42  -1.83  -0.24
H  -2.84  -4.21  0.18
H  -2.76  -2.83  -0.93
C  -0.73  3.46  1.84
C  -0.55  4.27  0.56
C  -1.52  5.43  0.46
C  0.85  4.84  0.44
N  -0.79  3.35  -0.55
C  -0.79  2.02  -0.42
N  -1.34  1.57  -1.58
C  -1.72  0.21  -1.88
C  -1.51  2.62  -2.48
C  -1.12  3.75  -1.84
H  -0.29  2.46  1.71
H  -0.25  3.97  2.68
H  -1.80  3.33  2.04
H  -1.25  6.09  -0.37
H  -2.56  5.11  0.34
H  -1.45  6.01  1.39
H  0.90  5.46  -0.46
H  1.07  5.47  1.31
H  1.61  4.05  0.38
H  -1.79  -0.38  -0.96
H  -2.69  0.19  -2.39
H  -0.99  -0.28  -2.54
H  -1.97  2.49  -3.44
H  -1.12  4.77  -2.17

Results
2S+1: 1
Total energy: -1423.43490 Ha
LUMO energy: -4.0 eV
Energy above the lowest of the compared OMol25 structures with the same formula, charge and spin: 12.16 kcal/mol
Net charge: +1
Kohn-Sham gap: 5.522 eV
HOMO: -9.49 eV